Formula: C18H49B3F12O7V2
Source: OMol25
Level of theory: ωB97M-V with the def2-TZVPD basis set

Atoms and positions in Å:
V 20.9327 18.1020 1.4759
V 21.4309 17.8871 5.2876
F 20.6316 17.2151 -0.3686
F 23.2567 18.3812 4.1933
F 22.3412 14.3351 2.8854
F 21.8259 16.1365 4.1643
F 20.2316 14.5541 3.7442
F 22.5007 20.4447 4.7185
F 21.2088 19.3828 -0.4826
F 24.7707 20.0259 4.8239
F 20.4464 18.2514 -2.3818
F 20.9245 15.9425 2.0387
F 23.3048 19.0902 6.3495
F 22.5287 17.8263 -1.6185
O 19.1684 12.8517 8.3245
O 19.7450 16.5355 5.7609
O 22.7796 12.5978 4.8706
O 22.3818 16.7348 6.8180
O 23.0436 17.4945 0.9636
O 18.2885 13.0175 2.6322
O 20.5554 18.4883 3.4785
C 24.6832 15.7827 0.5842
C 18.2927 12.3567 1.3472
C 18.3459 16.6814 6.1852
C 25.2417 17.8256 1.9303
C 23.5298 10.6598 5.9915
C 18.6152 13.4142 0.3054
C 23.0758 15.4580 6.7834
C 19.3891 10.4855 7.6315
C 17.4685 16.5355 4.9580
C 25.1485 12.1246 4.7003
C 19.4262 12.4014 5.9796
C 18.0632 15.5494 7.1532
C 24.5077 15.6181 7.2692
C 22.2956 14.4095 7.5764
C 19.7539 11.9421 7.3781
C 24.1738 16.8162 1.5720
C 23.7391 11.5297 4.7911
C 19.3758 11.2899 1.3967
B 21.2378 18.1900 -1.2822
B 23.5272 19.5350 5.0156
B 21.3239 15.2383 3.2025
H 17.8369 14.1752 0.3782
H 19.5573 9.8835 6.7418
H 17.3286 11.8828 1.1876
H 20.1550 11.9635 5.2902
H 18.1482 17.6094 6.7179
H 23.8667 16.2921 2.4738
H 22.5160 14.4901 8.6469
H 18.6884 15.5738 8.0470
H 19.0959 10.4179 1.9996
H 17.7751 17.2630 4.2034
H 17.0123 15.5659 7.4508
H 17.5547 15.5237 4.5525
H 22.7173 13.0359 4.0102
H 19.8073 10.1234 8.5689
H 18.3006 10.4316 7.7841
H 25.4556 12.2553 3.6572
H 25.7409 15.5469 0.7191
H 26.0927 17.3535 2.4228
H 20.8423 12.0125 7.5101
H 19.5729 10.8942 0.3941
H 22.6135 17.1491 7.6558
H 21.2292 14.6078 7.4593
H 24.1949 9.7988 6.0331
H 19.6297 13.8066 0.3794
H 24.1678 14.8304 0.7378
H 23.4971 10.9665 3.8838
H 24.5806 16.0666 -0.4665
H 25.9029 11.4959 5.1754
H 24.9764 16.4431 6.7401
H 23.6099 11.2194 6.9293
H 18.2377 14.5597 6.7187
H 19.1268 13.4907 2.6872
H 22.5518 13.4139 7.2216
H 24.9483 14.6443 7.0412
H 16.4161 16.6978 5.1864
H 22.5025 10.2797 6.0010
H 25.6243 18.3675 1.0615
H 25.1913 13.1298 5.1217
H 20.3152 11.6011 1.8602
H 23.0978 17.3074 0.0141
H 18.4117 12.2115 5.6335
H 23.1252 15.0646 5.7705
H 19.8025 12.9566 9.0378
H 19.6053 18.6651 3.4722
H 24.8445 18.5800 2.6064
H 24.5631 15.7383 8.3523
H 19.6414 13.4670 5.8676
H 19.6717 15.7338 5.2187
H 18.5548 13.0311 -0.7211

Its spin multiplicity is 7. The total energy is -4403.6591 Ha. The calculation puts the LUMO energy (alpha / beta) at -0.0180 / -0.0225 hartree. The value obtained for the gap between HOMO and LUMO (alpha / beta) is 8.39 / 9.33 eV.